54
Properties=species:S:1:pos:R:3:forces:R:3:mulliken_charge:R:1 method="wB97M-V/def2-TZVPD" spin_multiplicity=3 e_homo_ev="-5.81 / -8.20" s2=2.009 orbital_gap_ev="6.11 / 8.29" e_lumo_ev="0.29 / 0.09"
C -2.829 0.173 -4.035 -0.1532 -0.1332 0.1692 -0.9624
C -2.588 -1.026 -3.362 -0.1068 -0.2026 -0.0860 -0.7758
C -1.836 -1.082 -2.178 -0.5680 0.7551 -0.9171 0.5468
C -1.323 0.128 -1.675 0.7732 0.2416 0.0377 1.0313
C -1.564 1.349 -2.346 -0.4215 -0.7375 -0.5235 0.8907
C -2.332 1.360 -3.508 0.1308 0.2071 -0.1567 -0.6261
C -1.672 -2.432 -1.507 -0.5397 -0.4866 -0.1132 -0.8404
C -0.270 -3.047 -1.330 0.2198 0.1226 -0.1335 -0.8025
N 0.824 -2.043 -1.217 -0.1785 0.4742 0.2944 0.6338
Ti 0.101 -0.141 -0.142 -0.6387 -0.1816 -0.4487 -0.7840
C -0.945 2.639 -1.862 0.2277 0.5257 0.2002 -1.2722
P 0.691 2.208 -1.146 -0.1640 -0.1294 -1.1752 1.0675
H -2.993 -1.956 -3.765 0.0453 0.1930 -0.0238 0.3377
H -2.499 2.309 -4.020 -0.0632 -0.2283 0.0026 0.3653
H -3.425 0.186 -4.952 0.2353 -0.0525 0.3160 0.3540
H -1.521 3.089 -1.041 0.0114 -0.1869 -0.0271 0.4030
H -0.884 3.416 -2.637 -0.0115 -0.2820 0.0129 0.3782
H -2.205 -2.442 -0.542 0.4012 0.1965 -0.1693 0.2508
H -2.219 -3.149 -2.134 0.0060 0.0880 0.1810 0.4570
H -0.277 -3.672 -0.421 0.0356 0.3210 -0.3784 0.3791
C 1.326 3.702 -0.269 0.1002 0.0664 0.2158 -1.1676
C 1.843 2.023 -2.581 0.5804 0.2691 -0.3820 -1.2961
H -0.009 -3.689 -2.197 -0.2310 0.1170 0.3740 0.3914
C 1.345 -1.719 -2.554 0.0132 -0.1518 -0.0356 -1.3179
C 1.916 -2.568 -0.385 0.0778 -0.1948 -0.1375 -1.1249
H 0.681 1.059 0.931 0.9902 0.6144 1.0462 -0.1973
H 1.757 -2.649 -2.977 0.0853 0.2399 -0.2011 0.4598
H 0.560 -1.335 -3.212 0.0166 -0.1404 0.2406 0.3277
H 2.128 -0.957 -2.489 -0.0261 -0.1837 0.0860 0.2889
H 2.452 -3.326 -0.978 0.1579 -0.0312 0.3655 0.4100
H 2.599 -1.759 -0.097 -0.0507 -0.2021 -0.1948 0.2318
H 1.517 -3.024 0.529 0.0476 0.1524 -0.2456 0.3233
H 2.144 2.953 -3.130 -0.4240 -0.6298 0.4811 0.3859
H 2.769 1.579 -2.146 -0.5524 0.2400 -0.4265 0.2889
H 1.414 1.298 -3.310 0.2229 0.4630 0.5485 0.2903
H 1.492 4.625 -0.845 -0.2109 -0.4874 -0.2214 0.3868
H 0.640 3.960 0.546 0.1129 -0.1663 -0.0852 0.3186
H 2.295 3.436 0.172 -0.1742 0.0041 0.0270 0.3555
H 1.418 0.730 0.755 0.3744 0.0794 0.5606 0.2960
O -0.029 0.888 2.980 0.0438 0.3505 0.6016 -0.2418
C -0.125 -0.010 4.004 -0.2176 -0.1908 0.0627 0.9376
C 0.260 0.376 5.300 -0.0400 0.5043 -0.8237 -0.8538
C 0.182 -0.512 6.341 -0.1309 -0.7456 0.6186 -0.4055
C -0.283 -1.818 6.109 -0.0619 0.3937 -0.6713 -0.6884
C -0.666 -2.203 4.812 0.1553 0.1811 0.8201 -0.4203
C -0.614 -1.311 3.734 0.7585 0.8702 0.0432 -0.1505
C -0.893 -1.814 2.340 -0.2507 0.3368 -1.5980 0.5452
O -1.174 -2.991 2.183 0.2200 0.8265 -0.1069 -0.6401
O -0.803 -0.938 1.285 -0.4072 -2.2706 2.7991 -0.4380
H 0.300 1.730 3.334 -0.1141 -0.3013 -0.0292 0.2153
H 0.623 1.403 5.453 -0.1517 -0.4738 -0.0284 0.2723
H 0.485 -0.193 7.349 -0.1749 -0.2444 -0.5407 0.3529
H -0.340 -2.518 6.931 -0.0252 -0.0449 -0.0845 0.3893
H -1.005 -3.222 4.643 0.0455 0.2461 -0.1396 0.4429